C42H41As2BiNO5S2 | wB97M-V/def2-TZVPD

Values from the calculation:
- orbital gap (eV) = 8.2
- spin multiplicity = 1
- ΔE to the lowest compared entry with this formula, charge and spin (eV) = 0.000
- total charge = +1
- E_LUMO (eV) = -2.63

Cartesian coordinates (Å):
Bi1 0.638 1.488 0.560
C1 1.168 -1.790 -2.393
C2 -0.305 -1.620 -2.020
As1 -0.496 -1.212 -0.107
C3 0.500 -2.643 0.727
C4 -0.109 -3.821 1.146
C5 0.660 -4.840 1.693
C6 2.037 -4.690 1.815
C7 2.645 -3.514 1.404
C8 1.876 -2.488 0.872
C9 -2.333 -1.637 0.322
C10 -3.165 -2.340 -0.542
C11 -4.475 -2.618 -0.171
C12 -4.956 -2.194 1.059
C13 -4.128 -1.490 1.923
C14 -2.820 -1.208 1.557
As2 2.229 -0.167 -2.040
C15 4.030 -0.893 -1.912
C16 4.336 -2.248 -1.846
C17 5.657 -2.665 -1.719
C18 6.680 -1.733 -1.658
C19 6.383 -0.377 -1.723
C20 5.067 0.038 -1.843
C21 2.296 0.595 -3.823
C22 1.651 1.802 -4.073
C23 1.672 2.349 -5.350
C24 2.338 1.695 -6.374
C25 2.988 0.492 -6.125
C26 2.969 -0.057 -4.853
H1 1.267 -2.037 -3.451
H2 1.593 -2.610 -1.816
H3 -0.844 -2.540 -2.245
H4 -0.779 -0.797 -2.558
H5 -1.180 -3.952 1.047
H6 0.182 -5.756 2.014
H7 2.633 -5.492 2.231
H8 3.717 -3.391 1.491
H9 2.369 -1.571 0.563
H10 -2.810 -2.682 -1.505
H11 -5.116 -3.169 -0.846
H12 -5.977 -2.412 1.345
H13 -4.504 -1.146 2.878
H14 -2.188 -0.627 2.215
H15 3.559 -3.000 -1.902
H16 5.882 -3.722 -1.677
H17 7.707 -2.060 -1.564
H18 7.178 0.355 -1.682
H19 4.846 1.099 -1.899
H20 1.127 2.321 -3.281
H21 1.168 3.288 -5.538
H22 2.357 2.122 -7.368
H23 3.516 -0.015 -6.923
H24 3.491 -0.988 -4.660
C27 -7.091 2.676 -0.510
C28 -5.606 2.763 -0.713
C29 -5.031 3.870 -1.331
C30 -3.659 3.961 -1.507
C31 -2.857 2.923 -1.054
C32 -3.406 1.802 -0.439
C33 -4.775 1.729 -0.276
S1 -1.122 3.062 -1.239
O1 -0.574 1.683 -1.466
O2 -0.837 4.003 -2.275
N1 -0.442 3.420 0.174
C34 -1.233 3.805 1.335
C35 -1.522 2.610 2.249
O3 -2.086 2.756 3.307
O4 -1.106 1.433 1.811
H25 -7.615 3.460 -1.054
H26 -7.335 2.780 0.549
H27 -7.475 1.711 -0.840
H28 -5.666 4.672 -1.686
H29 -3.212 4.814 -1.998
H30 -2.775 0.995 -0.093
H31 -5.204 0.854 0.197
H32 -2.192 4.248 1.058
H33 -0.689 4.545 1.920
C36 0.729 3.019 5.041
S2 1.899 2.251 3.936
O5 1.422 2.647 2.539
C37 1.501 0.532 4.163
C38 0.192 0.059 4.209
C39 -0.019 -1.307 4.313
C40 1.060 -2.182 4.379
C41 2.359 -1.701 4.346
C42 2.585 -0.337 4.234
H34 -0.294 2.796 4.741
H35 0.913 4.090 4.986
H36 0.940 2.657 6.047
H37 -0.650 0.736 4.156
H38 -1.030 -1.691 4.352
H39 0.882 -3.247 4.453
H40 3.196 -2.383 4.403
H41 3.595 0.055 4.204

These are the Löwdin partial charges, in e, on atoms 1 to 2: number 1, Bi, carries 1.7101; number 2, C, carries -0.4213

=====

C42H41BrHfO2P2 | wB97M-V/def2-TZVPD

Values from the calculation:
- orbital gap (alpha / beta) (eV) = 3.0 / 3.0
- spin multiplicity = 1
- ΔE to the lowest compared entry with this formula, charge and spin (eV) = 0.414
- total charge = +2
- E_LUMO (alpha / beta) (eV) = -8.42 / -8.42

Cartesian coordinates (Å):
Hf1 -1.913 1.043 -3.198
C1 -3.056 0.847 -5.056
C2 -2.500 -0.420 -4.715
C3 -1.378 -0.983 -5.613
C4 -0.052 -0.267 -5.386
C5 -0.072 0.647 -4.185
C6 -0.362 2.043 -4.285
C7 -1.115 2.598 -5.466
C8 -2.343 1.826 -5.972
C9 1.993 -0.579 0.388
H1 -4.140 1.010 -5.118
H2 -3.110 -1.211 -4.276
H3 -1.638 -0.891 -6.677
H4 -1.239 -2.045 -5.394
H5 0.761 -1.008 -5.310
H6 0.174 0.306 -6.281
H7 0.538 0.285 -3.333
H8 0.336 2.772 -3.853
H9 -0.471 2.691 -6.362
H10 -1.394 3.621 -5.191
H11 -3.100 2.593 -6.209
H12 -2.085 1.374 -6.933
H13 1.277 0.255 0.371
H14 2.736 -0.416 1.181
H15 1.428 -1.492 0.614
P1 -0.081 -3.608 -3.076
P2 2.766 -0.744 -1.227
C10 0.784 -2.703 -1.799
C11 1.714 -1.761 -2.209
C12 -1.794 -3.755 -2.454
C13 -2.578 -4.591 -3.323
C14 -3.745 -5.189 -2.880
C15 -4.257 -4.877 -1.614
C16 -3.525 -4.059 -0.742
C17 -2.359 -3.422 -1.182
C18 -3.541 2.456 -2.632
C19 -3.296 3.813 -2.533
C20 -4.309 4.667 -2.099
C21 -5.582 4.171 -1.762
C22 -5.771 2.790 -1.790
C23 -4.782 1.926 -2.276
C24 4.445 -1.461 -1.102
C25 4.538 -2.847 -0.870
C26 5.791 -3.446 -0.769
C27 6.942 -2.650 -0.907
C28 6.860 -1.278 -1.176
C29 5.605 -0.676 -1.262
C30 2.992 0.823 -2.105
C31 2.468 1.962 -1.496
C32 2.611 3.221 -2.071
C33 3.273 3.368 -3.287
C34 3.789 2.242 -3.919
C35 3.677 0.981 -3.336
H16 0.712 -3.041 -0.753
H17 1.877 -1.633 -3.279
H18 -2.205 -4.793 -4.327
H19 -4.260 -5.896 -3.540
H20 -5.230 -5.252 -1.323
H21 -3.875 -3.908 0.295
H22 -1.898 -2.669 -0.545
H23 -2.312 4.221 -2.758
H24 -4.111 5.731 -1.988
H25 -6.395 4.865 -1.450
H26 -6.719 2.387 -1.415
H27 -4.991 0.853 -2.358
H28 3.632 -3.447 -0.781
H29 5.869 -4.522 -0.593
H30 7.922 -3.111 -0.813
H31 7.759 -0.674 -1.326
H32 5.521 0.394 -1.466
H33 1.975 1.883 -0.535
H34 2.197 4.078 -1.545
H35 3.366 4.358 -3.731
H36 4.290 2.363 -4.878
H37 4.154 0.128 -3.822
Br1 -2.053 3.466 0.557
C36 -1.847 1.852 1.504
C37 -1.983 1.893 2.891
C38 -1.833 0.735 3.667
C39 -1.572 -0.494 3.032
C40 -1.427 -0.553 1.647
C41 -1.579 0.599 0.876
C42 -1.499 0.521 -0.610
O1 -2.257 -0.269 -1.322
O2 -0.726 1.326 -1.249
H38 -2.201 2.837 3.377
H39 -1.895 0.792 4.759
H40 -1.486 -1.413 3.615
H41 -1.213 -1.495 1.161

These are the Löwdin partial charges, in e, on atoms 1 to 2: number 1, Hf, carries 1.6352; number 2, C, carries -0.2466

=====

C42H41ClN4O3PSTc | wB97M-V/def2-TZVPD

Values from the calculation:
- orbital gap (alpha / beta) (eV) = 7.0 / 6.3
- spin multiplicity = 4
- ΔE to the lowest compared entry with this formula, charge and spin (eV) = 0.000
- total charge = +3
- E_LUMO (alpha / beta) (eV) = -8.40 / -9.37

Cartesian coordinates (Å):
Tc1 0.095 0.449 -0.210
Cl1 5.167 -1.739 -4.657
C1 3.945 -0.888 -3.799
C2 2.962 -0.183 -4.510
C3 1.962 0.491 -3.849
C4 1.889 0.462 -2.454
O1 0.904 1.130 -1.849
C5 2.903 -0.213 -1.733
C6 3.066 0.067 -0.343
N1 2.111 0.500 0.427
C7 2.389 1.314 1.562
C8 3.570 1.379 2.252
C9 3.715 2.279 3.328
C10 2.678 3.080 3.713
C11 1.437 3.006 3.038
C12 0.294 3.721 3.450
C13 -0.904 3.494 2.825
C14 -0.948 2.611 1.745
N2 0.120 2.003 1.255
C15 1.308 2.138 1.937
C16 3.940 -0.871 -2.429
H1 3.007 -0.166 -5.592
H2 1.219 1.050 -4.400
H3 4.082 0.043 0.044
H4 4.408 0.746 1.992
H5 4.661 2.322 3.850
H6 2.786 3.764 4.545
H7 0.366 4.413 4.280
H8 -1.812 3.985 3.146
H9 -1.893 2.391 1.270
H10 4.735 -1.359 -1.879
O2 -0.103 -1.299 -1.155
S1 -1.132 -2.049 -2.055
C17 -1.575 -3.488 -1.142
C18 -2.913 -3.851 -1.208
C19 -3.309 -5.048 -0.624
C20 -2.374 -5.841 0.023
C21 -1.038 -5.448 0.101
C22 -0.625 -4.271 -0.493
C23 -0.152 -2.682 -3.378
C24 -0.815 -2.887 -4.581
C25 -0.113 -3.455 -5.635
C26 1.221 -3.800 -5.471
C27 1.869 -3.579 -4.259
C28 1.185 -3.015 -3.197
H11 -3.632 -3.224 -1.722
H12 -4.342 -5.361 -0.687
H13 -2.680 -6.781 0.463
H14 -0.319 -6.080 0.604
H15 0.415 -3.971 -0.463
H16 -1.858 -2.617 -4.697
H17 -0.608 -3.626 -6.581
H18 1.764 -4.245 -6.294
H19 2.910 -3.851 -4.146
H20 1.679 -2.830 -2.253
C29 -2.298 -2.281 5.399
N3 -1.392 -1.716 4.405
N4 -1.819 -1.375 3.148
C30 -0.775 -0.843 2.469
O3 -0.934 -0.475 1.236
C31 0.332 -0.851 3.322
C32 -0.096 -1.409 4.519
C33 0.670 -1.664 5.769
C34 -3.173 -1.539 2.711
C35 -3.999 -0.425 2.656
C36 -5.322 -0.585 2.274
C37 -5.806 -1.852 1.967
C38 -4.968 -2.957 2.028
C39 -3.638 -2.805 2.393
H21 -3.281 -1.830 5.288
H22 -1.908 -2.040 6.383
H23 -2.373 -3.361 5.288
H24 1.334 -0.534 3.092
H25 1.722 -1.447 5.606
H26 0.578 -2.703 6.085
H27 0.313 -1.030 6.582
H28 -3.611 0.545 2.943
H29 -5.985 0.269 2.246
H30 -6.846 -1.978 1.696
H31 -5.352 -3.942 1.801
H32 -2.970 -3.657 2.437
C40 -1.800 1.165 -3.159
P1 -1.908 1.433 -1.368
C41 -3.506 0.798 -0.792
C42 -1.980 3.245 -1.310
H33 -2.788 1.315 -3.596
H34 -1.437 0.178 -3.431
H35 -1.116 1.909 -3.563
H36 -3.838 1.362 0.081
H37 -3.417 -0.249 -0.502
H38 -4.259 0.902 -1.573
H39 -2.711 3.579 -2.048
H40 -1.003 3.646 -1.582
H41 -2.274 3.637 -0.341

These are the Löwdin partial charges, in e, on atoms 1 to 2: number 1, Tc, carries 1.6013; number 2, Cl, carries 0.7598

=====

no.,F_max (eV/A)
1,0.17
2,10.37
3,0.72